Density functional theory data (wB97M-V/def2-TZVPD) for a structure of composition C21H25N5O3OsS2.

ORCA input file:
```
! RIJCOSX wB97M-V def2-TZVPD def2/J DEFGRID3
* xyz 2 5
Os -0.4815 0.4206 -0.2656
C 2.3403 2.6535 1.1440
C 2.5849 1.4099 0.3779
N 1.6819 0.6194 -0.2045
C 2.3921 -0.4310 -0.8003
C 3.7088 -0.2382 -0.5991
N 3.8057 0.9217 0.1403
H 1.3295 2.6422 1.5362
H 2.4752 3.5309 0.5085
H 3.0296 2.7328 1.9843
H 1.9035 -1.2322 -1.3263
H 4.5662 -0.8192 -0.8902
H 4.6646 1.3304 0.4757
C 0.2066 6.0188 1.3058
N -0.4012 4.7104 1.0045
C -0.4099 4.0077 -0.1102
S -1.4238 2.5445 -0.0894
N 0.1518 4.3466 -1.2543
C 0.8176 5.6011 -1.6478
H 0.2941 6.0893 2.3857
H -0.4221 6.8320 0.9509
H 1.1992 6.0957 0.8788
H -0.9756 4.3160 1.7348
H 0.0080 3.6756 -1.9923
H 0.2143 6.4601 -1.3722
H 0.9139 5.5830 -2.7289
H 1.8121 5.6787 -1.2161
O -0.9751 -5.2944 2.4924
S -1.7761 -4.2640 1.9326
O -3.0865 -4.5105 1.4157
N -0.9187 -3.4904 0.7116
C -0.7809 -2.2709 1.0202
O -0.2400 -1.4132 0.1324
C -1.2666 -1.7928 2.3342
C -1.1928 -0.5432 2.9217
C -1.7286 -0.3813 4.1936
C -2.3120 -1.4591 4.8563
C -2.3795 -2.7180 4.2682
C -1.8495 -2.8522 3.0025
H -0.7140 0.2985 2.4250
H -1.6817 0.5813 4.6846
H -2.7142 -1.3168 5.8505
H -2.8273 -3.5557 4.7864
C -2.1377 -0.1955 -1.5159
C -3.2750 -0.3049 -0.6388
C -3.5524 -1.5648 -0.0331
C -4.6357 -1.7177 0.7922
C -5.4729 -0.6238 1.0393
C -5.2303 0.6224 0.4421
C -4.1487 0.7867 -0.3842
H -2.1610 0.5854 -2.2753
H -1.7763 -1.1480 -1.8967
H -2.9270 -2.4184 -0.2635
H -4.8475 -2.6841 1.2312
H -6.3354 -0.7466 1.6813
H -5.9066 1.4465 0.6235
H -3.9746 1.7356 -0.8746
*
```

## Properties
- E_LUMO (alpha / beta): -6.28 / -8.52 eV
- Energy relative to the best compared isomer or geometry (same formula, charge and spin): 122.0 kJ/mol
- Calculated total energy: -59896.4921 eV
- Frontier orbital gap (alpha / beta): 7.98 / 6.10 eV
- HOMO (alpha / beta): -14.26 / -14.62 eV
- Strongest force on any atom: 0.014 hartree/bohr

Mulliken population analysis, charges in e, atoms 1 to 2: atom 1 (Os): 1.23, atom 2 (C): -0.95

=====

Density functional theory data (wB97M-V/def2-TZVPD) for an isolated molecule of C21H25NO3.

ORCA input file:
```
! RIJCOSX wB97M-V def2-TZVPD def2/J DEFGRID3
* xyz 0 1
C 4.3381 1.1144 3.2455
C 3.7737 -0.0652 4.0280
C 2.5496 0.3082 4.8649
C 1.2930 0.4998 4.0222
O 0.9202 -0.7429 3.4697
C -0.2212 -0.6585 2.6534
C -0.5295 -2.0457 2.0990
C -1.7660 -2.0326 1.1998
N -1.5727 -1.1880 0.0441
C -2.1184 0.0413 -0.0541
O -2.9484 0.4771 0.7106
C -1.5716 0.8638 -1.2403
C -1.6852 0.0875 -2.5205
C -2.8940 -0.0104 -3.1949
C -3.0070 -0.7743 -4.3418
C -1.9019 -1.4518 -4.8312
C -0.6864 -1.3551 -4.1825
C -0.5769 -0.5861 -3.0294
O 0.6594 -0.5344 -2.4371
C 0.8888 0.4444 -1.5052
C 2.2139 0.6780 -1.1555
C 2.5194 1.6553 -0.2286
C 1.5083 2.4091 0.3457
C 0.1906 2.1720 -0.0017
C -0.1362 1.1872 -0.9236
H 5.2152 0.8073 2.6802
H 4.6298 1.9162 3.9215
H 3.6022 1.5033 2.5471
H 4.5489 -0.4518 4.6932
H 3.4899 -0.8638 3.3417
H 2.3475 -0.4907 5.5798
H 2.7434 1.2276 5.4206
H 1.4654 1.2283 3.2152
H 0.4744 0.8868 4.6509
H -0.0391 0.0530 1.8313
H -1.0802 -0.2841 3.2325
H 0.3394 -2.3987 1.5395
H -0.6922 -2.7291 2.9324
H -2.6252 -1.6301 1.7408
H -1.9951 -3.0486 0.8648
H -0.8303 -1.4523 -0.5847
H -2.1729 1.7774 -1.2846
H -3.7521 0.5139 -2.8011
H -3.9557 -0.8440 -4.8512
H -1.9840 -2.0526 -5.7240
H 0.1908 -1.8642 -4.5497
H 2.9842 0.0846 -1.6221
H 3.5502 1.8322 0.0382
H 1.7448 3.1792 1.0646
H -0.6062 2.7430 0.4518
*
```

## Properties
- E_LUMO: 0.79 eV
- Structure (SMILES): CCCCOCCCNC(=O)C1c2ccccc2Oc2ccccc21
- Energy relative to the best compared isomer or geometry (same formula, charge and spin): 106.0 kJ/mol
- Calculated total energy: -29816.1395 eV
- Frontier orbital gap: 9.29 eV
- HOMO: -8.50 eV
- Strongest force on any atom: 0.012 hartree/bohr

Mulliken population analysis, charges in e, atoms 1 to 2: atom 1 (C): -0.84, atom 2 (C): -0.37

=====

Density functional theory data (wB97M-V/def2-TZVPD) for a cluster of 2 separate species, C21H26BF10I2N2O10S in total in a non-equilibrium geometry.

ORCA input file:
```
! RIJCOSX wB97M-V def2-TZVPD def2/J DEFGRID3
* xyz -1 1
C -0.9747 -3.0879 1.3311
C -0.9139 -1.5565 1.2946
I -2.8969 -0.8187 1.6275
C -0.2990 -0.9071 0.0424
I 1.4332 -2.0766 -0.5041
C -0.0015 0.6006 0.2825
C -0.6674 1.6718 -0.6432
C -0.1680 1.6964 -2.1108
C -0.9369 2.6235 -3.0217
O -1.6765 2.3079 -3.8874
O -0.7290 3.9666 -2.7484
C -2.2099 1.7757 -0.5443
C -3.0460 0.8040 -1.3573
O -2.5667 -0.1447 -1.9131
N -4.4251 1.1579 -1.3946
C -5.2403 0.2127 -0.5824
C -4.8953 1.1732 -2.7918
N -0.1825 2.8870 0.0672
C 0.8809 2.6620 0.9117
O 1.3842 3.4624 1.6496
C 1.4002 1.2054 0.6694
C 2.6025 1.5344 -0.3073
C 2.9049 0.7761 -1.6248
C 4.1958 -0.0572 -1.5785
S 4.4569 -0.8488 -3.1509
O 3.2052 -1.1197 -3.8008
O 5.4876 -0.1498 -3.8558
O 5.0272 -2.2526 -2.6490
C 1.7821 0.6863 2.0581
O 1.0418 0.7987 2.9699
C 3.1504 0.0480 2.4263
F 3.8800 1.0010 3.0539
F 3.8673 -0.3730 1.3569
C 2.9747 -1.1708 3.3858
F 2.8603 -0.7413 4.6410
F 1.8435 -1.8330 3.0538
C 4.1493 -2.2068 3.3324
F 5.3244 -1.5556 3.2688
F 4.1099 -2.8969 4.4906
C 4.0353 -3.1950 2.1412
O 4.5737 -3.0021 1.1032
O 3.2716 -4.2400 2.4558
H -1.2157 -3.5075 0.3470
H -0.0372 -3.5099 1.7066
H -1.7662 -3.4121 2.0119
H -0.3395 -1.2107 2.1585
H -0.9731 -0.9936 -0.8102
H -0.5392 0.7779 1.2281
H -0.1521 0.7060 -2.5701
H 0.8513 2.0903 -2.0960
H 0.2188 4.1637 -2.7452
H -2.4943 2.7896 -0.8590
H -2.5160 1.7084 0.5057
H -4.7600 -0.7696 -0.5012
H -5.4445 0.6085 0.4145
H -6.2019 0.0681 -1.0850
H -4.1815 1.6913 -3.4321
H -5.8491 1.7091 -2.8170
H -5.0427 0.1590 -3.1945
H -0.1796 3.7674 -0.4323
H 3.5114 1.5140 0.2966
H 2.4958 2.5931 -0.5674
H 3.0561 1.5302 -2.4116
H 2.0765 0.1623 -1.9714
H 5.0628 0.6015 -1.4553
H 4.1905 -0.8176 -0.8000
H 4.6529 -2.9467 -3.2203
H 2.9229 -4.6148 1.6255
B -7.1041 -0.7519 2.3080
F -7.6086 -0.1311 3.4603
F -5.7927 -0.2464 2.0427
F -7.0199 -2.1427 2.4953
F -7.9187 -0.4591 1.1962
*
```

## Properties
- E_LUMO: 1.35 eV
- Energy relative to the best compared isomer or geometry (same formula, charge and spin): 0.0 kJ/mol
- Calculated total energy: -100550.1226 eV
- Frontier orbital gap: 8.03 eV
- HOMO: -6.69 eV
- Strongest force on any atom: 0.035 hartree/bohr

Mulliken population analysis, charges in e, atoms 1 to 2: atom 1 (C): -1.31, atom 2 (C): 0.22

=====

Density functional theory data (wB97M-V/def2-TZVPD) for a structure of composition C21H26BiF3O8S in a non-equilibrium geometry.

ORCA input file:
```
! RIJCOSX wB97M-V def2-TZVPD def2/J DEFGRID3
* xyz 0 1
Bi -0.5254 0.7011 -0.0886
C -2.2404 0.4145 3.4651
C -1.5627 -0.5663 2.5500
C -2.2944 -1.2352 1.5538
C -3.7847 -1.0374 1.4912
C -1.6498 -2.1242 0.6882
C -2.4117 -2.8088 -0.4089
C -0.2698 -2.3286 0.8001
C 0.4107 -3.3452 -0.0704
C 0.4611 -1.6238 1.7620
C 1.9629 -1.7122 1.7962
C -0.1949 -0.8157 2.6974
C 0.5702 -0.2779 3.8733
H -2.5950 -0.0685 4.3768
H -3.0924 0.8752 2.9776
H -1.5471 1.2022 3.7433
H -4.2704 -1.8278 0.9318
H -4.0293 -0.0888 1.0142
H -4.2131 -1.0348 2.4916
H -2.8739 -3.7319 -0.0629
H -1.7488 -3.0376 -1.2343
H -3.1944 -2.1625 -0.7885
H 0.6149 -2.9092 -1.0466
H -0.2266 -4.2134 -0.2137
H 1.3415 -3.6912 0.3673
H 2.3123 -2.5041 2.4601
H 2.3722 -0.7702 2.1528
H 2.3533 -1.9056 0.7998
H 1.0591 0.6613 3.6196
H 1.3350 -0.9870 4.1835
H -0.0885 -0.1019 4.7184
O 2.0520 3.0672 2.1734
C 1.7429 2.3839 1.2359
O 0.9240 1.3645 1.3340
C 2.3781 2.5705 -0.1494
C 2.6080 1.1996 -0.8053
C 3.5604 1.3610 -1.9964
C 2.6172 1.9710 -3.0529
C 1.3263 2.1390 -2.2489
O 1.3523 0.9363 -1.4539
C 1.4629 3.2550 -1.1994
C 0.0790 3.7062 -0.6887
O -0.2192 4.8688 -0.7029
O -0.7560 2.7734 -0.2900
H 3.3044 3.1295 -0.0040
H 2.8420 0.3999 -0.1055
H 3.9532 0.4008 -2.3243
H 4.3961 2.0114 -1.7458
H 2.4376 1.2718 -3.8686
H 2.9748 2.9107 -3.4635
H 0.4173 2.1754 -2.8406
H 1.9311 4.1495 -1.6182
F -3.4055 -0.8422 -2.8191
C -2.4026 -1.0333 -3.6793
F -2.2070 -2.3499 -3.7676
F -2.7879 -0.5881 -4.8683
S -0.8441 -0.1754 -3.0480
O -0.0320 0.0790 -4.1910
O -0.3098 -1.0910 -2.0546
O -1.3756 1.0110 -2.3576
*
```

## Properties
- E_LUMO: -0.50 eV
- Calculated total energy: -63408.4284 eV
- Frontier orbital gap: 8.78 eV
- HOMO: -9.29 eV
- Strongest force on any atom: 0.027 hartree/bohr

Mulliken population analysis, charges in e, atoms 1 to 2: atom 1 (Bi): 1.98, atom 2 (C): -2.77